Entry 1:
DFT (wB97M-V/def2-TZVPD) results for a molecular structure, C35H30Cl2N3O8OsS.

- gap between HOMO and LUMO (spin up / spin down) (eV) = 5.5 / 5.5
- HOMO level (spin up / spin down) (eV) = -10.63 / -10.63
- LUMO (spin up / spin down) (eV) = -5.1 / -5.1
- energy relative to the best compared isomer or geometry (same formula, charge and spin) (kcal per mole) = 24.6

The geometry in ORCA input format:
```
! wB97M-V def2-TZVPD RIJCOSX def2/J DEFGRID3
* xyz 1 1
Os -0.1378 -0.3684 0.4766
Cl 6.2757 2.5228 -1.2326
C 4.8704 1.5718 -0.9320
C 5.0093 0.1521 -0.8915
C 3.9418 -0.6539 -0.6713
C 2.6560 -0.0880 -0.4365
O 1.6856 -0.8917 -0.2017
C 2.5067 1.3438 -0.4981
C 1.2814 1.9849 -0.4406
N 0.0885 1.4099 -0.2295
C -1.1098 2.1784 -0.3447
C -1.2803 3.3219 -1.0731
C -2.5289 3.9821 -1.0519
C -3.5730 3.5004 -0.3144
C -3.4258 2.3038 0.4272
C -4.4447 1.7186 1.2139
C -4.2030 0.5425 1.8635
C -2.9505 -0.0794 1.7290
N -1.9793 0.4541 1.0201
C -2.1941 1.6422 0.3803
C 3.6646 2.1515 -0.7507
H 5.9930 -0.2741 -1.0384
H 4.0338 -1.7315 -0.6170
H 1.2693 3.0561 -0.6163
H -0.4822 3.7254 -1.6819
H -2.6485 4.8855 -1.6335
H -4.5239 4.0164 -0.2990
H -5.4095 2.2038 1.2840
H -4.9609 0.0651 2.4670
H -2.7364 -1.0289 2.1998
H 3.5585 3.2271 -0.7983
C -0.6351 -8.0645 -1.8041
C 0.2765 -7.1475 -1.0385
C 0.2531 -7.1190 0.3561
C 1.1131 -6.3011 1.0660
C 2.0073 -5.4978 0.3724
C 2.0517 -5.5056 -1.0124
C 1.1848 -6.3325 -1.7088
S 3.0900 -4.4420 1.2678
O 3.6951 -5.1248 2.3722
O 3.9293 -3.7644 0.3124
N 2.0006 -3.3908 1.9302
C 2.4560 -2.5693 3.0476
C 1.2408 -1.9415 3.7575
C 0.5351 -1.1366 2.7304
O 0.9673 -0.0426 2.2722
O -0.4635 -1.6140 2.0732
H -1.4830 -8.3806 -1.1981
H -0.0982 -8.9626 -2.1154
H -1.0149 -7.5846 -2.7063
H -0.4443 -7.7528 0.8898
H 1.0966 -6.2875 2.1479
H 2.7600 -4.8737 -1.5293
H 1.2204 -6.3504 -2.7917
H 1.5184 -2.9016 1.1792
H 3.1365 -1.7721 2.7320
H 2.9830 -3.2145 3.7470
H 1.5693 -1.3059 4.5783
H 0.5754 -2.7233 4.1185
C -2.6549 -0.0456 -4.5370
C -3.7275 -0.6156 -3.6556
C -4.9668 -0.0051 -3.5361
C -5.9487 -0.5510 -2.7236
Cl -7.4999 0.2298 -2.6146
C -5.7154 -1.7111 -2.0129
C -4.4792 -2.3356 -2.1235
C -3.5007 -1.7937 -2.9390
O -2.2946 -2.4019 -3.1741
C -1.6898 -3.1552 -2.1667
C -0.9534 -2.3278 -1.1373
O -0.1488 -2.8225 -0.3580
O -1.2836 -1.0718 -1.0249
H -2.9360 0.9455 -4.8903
H -2.4823 -0.6814 -5.4068
H -1.7079 0.0235 -4.0007
H -5.1740 0.9015 -4.0901
H -6.4975 -2.1439 -1.4048
H -4.3154 -3.2618 -1.5883
H -0.9474 -3.7928 -2.6462
H -2.3869 -3.8156 -1.6433
*
```

Löwdin atomic charge list, values in e, 6 entries: number 1, Os, carries 1.747; number 2, Cl, carries 0.724; number 3, C, carries -0.653; number 4, C, carries -0.036; number 5, C, carries 0.038; number 6, C, carries -0.269

=====

Entry 2:
DFT (wB97M-V/def2-TZVPD) results for a molecular structure, C35H30ClN3O11PmS2 in a non-equilibrium geometry.

- gap between HOMO and LUMO (spin up / spin down) (eV) = 7.2 / 7.2
- HOMO level (spin up / spin down) (eV) = -5.04 / -5.04
- expectation value of S² = 6.004
- LUMO (spin up / spin down) (eV) = 2.2 / 2.2

The geometry in ORCA input format:
```
! wB97M-V def2-TZVPD RIJCOSX def2/J DEFGRID3
* xyz -1 5
Pm -1.4456 0.4440 -1.3965
C 1.7499 -1.3695 6.3422
O 1.0953 -1.3225 5.1035
C 1.3855 -2.3090 4.1863
C 2.3852 -3.2537 4.3348
C 2.5693 -4.2380 3.3725
C 1.7446 -4.2810 2.2672
C 0.7391 -3.3445 2.1094
C 0.5591 -2.3326 3.0448
N -0.4807 -1.4293 2.9423
C -1.1587 -1.1518 1.7319
N -2.4937 -1.1488 1.9101
C -3.5635 -1.0073 0.9986
C -3.3495 -0.8451 -0.3885
C -4.5499 -0.7972 -1.1362
C -5.8147 -0.8661 -0.5753
C -5.9679 -1.0166 0.7910
C -4.8401 -1.1132 1.5840
O -4.9139 -1.2635 2.9746
C -5.7667 -2.2698 3.4636
N -0.5914 -1.0320 0.5765
C 0.7954 -0.9721 0.4053
C 1.3581 -1.7661 -0.5935
C 2.7098 -1.7134 -0.8753
C 3.5177 -0.8379 -0.1746
C 2.9741 -0.0162 0.7979
C 1.6227 -0.0730 1.1105
O 1.0313 0.7008 2.0651
C 1.6289 1.9494 2.3526
H 1.2837 -0.5942 6.9483
H 2.8207 -1.1560 6.2487
H 1.6167 -2.3427 6.8293
H 3.0384 -3.2398 5.1942
H 3.3506 -4.9712 3.5093
H 1.8771 -5.0441 1.5176
H 0.0822 -3.3822 1.2560
H -0.4837 -0.6964 3.6362
H -2.8125 -1.3013 2.8612
H -4.4923 -0.7063 -2.2170
H -6.6929 -0.7842 -1.2014
H -6.9545 -1.0615 1.2285
H -6.7541 -2.2571 2.9959
H -5.8806 -2.0871 4.5322
H -5.3288 -3.2653 3.3169
H 0.6884 -2.4007 -1.1587
H 3.1236 -2.3382 -1.6523
H 4.5745 -0.7731 -0.3908
H 3.6190 0.6775 1.3153
H 0.9145 2.4815 2.9772
H 1.7851 2.5327 1.4416
H 2.5680 1.8272 2.9087
O -1.7395 4.4712 -0.7853
S -0.7267 3.4425 -0.7782
O 0.5479 3.8814 -0.2313
O -1.1471 2.1721 -0.1571
C -0.3686 3.2306 -2.5812
C 0.8280 3.8038 -3.0039
C 1.2152 3.7621 -4.3334
C 0.3817 3.1883 -5.2822
C -0.8533 2.7057 -4.8852
C -1.2254 2.7305 -3.5477
S -2.7902 1.8991 -3.2256
O -3.1407 2.0642 -1.8239
O -3.7563 2.3736 -4.1821
O -2.3841 0.4873 -3.4438
H 1.4494 4.2571 -2.2496
H 2.1667 4.1766 -4.6304
H 0.6848 3.1240 -6.3178
H -1.5638 2.3029 -5.5914
Cl 5.4903 2.0629 -4.7760
C 4.1119 1.6870 -3.7840
C 3.9829 2.3320 -2.5424
C 2.8940 2.0842 -1.7646
C 1.8473 1.2008 -2.1872
O 0.7985 1.0471 -1.5046
C 2.0440 0.5132 -3.4381
C 1.0654 -0.4352 -3.8589
O 0.0454 -0.7675 -3.2487
C 3.1779 0.7893 -4.2230
H 4.7454 3.0277 -2.2217
H 2.7473 2.5868 -0.8223
H 1.2960 -0.9334 -4.8256
H 3.3026 0.2908 -5.1747
*
```

Löwdin atomic charge list, values in e, 6 entries: number 1, Pm, carries 1.737; number 2, C, carries -0.097; number 3, O, carries -0.094; number 4, C, carries -0.205; number 5, C, carries -0.037; number 6, C, carries -0.105

=====

Entry 3:
DFT (wB97M-V/def2-TZVPD) results for a molecular structure, C35H30F2N6OSSn.

- gap between HOMO and LUMO (spin up / spin down) (eV) = 3.8 / 5.9
- HOMO level (spin up / spin down) (eV) = -1.38 / -3.45
- expectation value of S² = 0.776
- LUMO (spin up / spin down) (eV) = 2.5 / 2.5
- energy relative to the best compared isomer or geometry (same formula, charge and spin) (kcal per mole) = 24.8

The geometry in ORCA input format:
```
! wB97M-V def2-TZVPD RIJCOSX def2/J DEFGRID3
* xyz -1 2
Sn -0.6807 0.1897 -0.3330
C 1.0007 -1.5744 2.7262
C 0.9384 -0.5552 3.8593
C 0.0062 0.6347 3.7852
C -0.1645 1.3980 4.9428
C -0.9933 2.5015 4.9031
C -1.6231 2.8267 3.7124
C -1.3968 2.0166 2.6132
N -0.6129 0.9374 2.6530
N 1.6097 -1.1631 1.4619
C 2.7222 -0.2635 1.6351
C 3.3669 0.3090 0.3877
C 4.5951 0.9591 0.5297
C 5.1288 1.6269 -0.5554
C 4.4366 1.6241 -1.7574
C 3.2473 0.9161 -1.8148
N 2.7296 0.2675 -0.7746
C 1.9174 -2.3075 0.6387
C 0.7402 -3.1871 0.2709
C 0.9847 -4.5024 -0.1183
C -0.0770 -5.2889 -0.5263
C -1.3555 -4.7568 -0.5124
C -1.5105 -3.4457 -0.0901
N -0.4876 -2.6776 0.2798
H 1.5647 -2.4345 3.1384
H -0.0073 -1.9287 2.5064
H 0.6524 -1.1233 4.7503
H 1.9397 -0.1779 4.0854
H 0.3511 1.1188 5.8543
H -1.1442 3.1044 5.7910
H -2.2714 3.6875 3.6259
H -1.8401 2.2492 1.6521
H 2.3479 0.6143 2.1691
H 3.5313 -0.6969 2.2594
H 5.1026 0.9531 1.4865
H 6.0729 2.1506 -0.4639
H 4.8048 2.1488 -2.6283
H 2.6729 0.8694 -2.7346
H 2.3389 -1.9422 -0.2987
H 2.6822 -2.9523 1.1178
H 1.9960 -4.8899 -0.1059
H 0.0923 -6.3089 -0.8505
H -2.2168 -5.3303 -0.8254
H -2.4860 -2.9739 -0.0591
O 0.2697 3.0505 0.4186
N 0.5598 3.6302 -0.7009
C 1.6761 4.4000 -0.7424
C 2.0562 5.0965 -1.8592
C 1.2582 5.0018 -2.9996
C 0.1441 4.2004 -2.9604
C -0.2373 3.4715 -1.8170
S -1.6030 2.4381 -1.7998
H 2.2110 4.4045 0.1951
H 2.9542 5.6973 -1.8274
H 1.5140 5.5397 -3.9035
H -0.4898 4.0812 -3.8280
F -5.6638 -0.3233 2.1772
C -4.9274 -0.4970 1.0391
C -3.5937 -0.1476 1.0204
C -2.8325 -0.3278 -0.1311
C -3.4227 -0.9122 -1.2932
C -4.7911 -1.2138 -1.2002
F -5.4434 -1.7492 -2.2755
C -5.5555 -1.0258 -0.0738
C -2.5702 -1.2079 -2.4182
C -2.9263 -1.8105 -3.6404
C -1.9870 -2.0975 -4.5960
C -0.6139 -1.7749 -4.3402
C -0.3206 -1.1680 -3.1572
N -1.2292 -0.8667 -2.2068
H -3.1647 0.2615 1.9271
H -6.6036 -1.2900 -0.0708
H -3.9620 -2.0503 -3.8232
H -2.2842 -2.5577 -5.5297
H 0.1698 -1.9866 -5.0543
H 0.7028 -0.8887 -2.9158
*
```

Löwdin atomic charge list, values in e, 6 entries: number 1, Sn, carries 1.100; number 2, C, carries -0.187; number 3, C, carries -0.136; number 4, C, carries -0.275; number 5, C, carries -0.044; number 6, C, carries -0.082

=====

E_tot for the records above, in order: -3527.0385; -4208.7782; -2567.7151 Eh